{"formula": "C5H10NOS", "method": "ωB97M-V/def2-TZVPD", "molar_mass_g_mol": 132.2, "de_lowest_kj_mol": 198.17, "fmax_ev_per_a": 3.15, "charge": -1, "smiles": "CCN[C@@H](C=O)C[S-]", "species": ["C", "N", "C", "C", "S", "C", "O", "C", "H", "H", "H", "H", "H", "H", "H", "H", "H", "H"], "coordinates": [[0.8443, 1.2907, -0.5484], [0.5850, -0.1431, -0.5090], [-0.0522, -0.6630, 0.7482], [0.5278, -2.0982, 0.8931], [-0.6883, -3.2982, 0.2165], [-1.5554, -0.7938, 0.9899], [-1.8489, -0.9606, 2.1583], [-0.0616, 2.1505, -1.4118], [1.8846, 1.3874, -0.8873], [0.8604, 1.6215, 0.5042], [0.1443, -0.5475, -1.3292], [0.4365, -0.0725, 1.5284], [1.5041, -2.2283, 0.4254], [0.8657, -2.2734, 1.9299], [-2.3253, -0.6148, 0.2472], [-1.1276, 2.1303, -1.1271], [-0.0030, 3.2447, -1.3500], [0.0094, 1.8683, -2.4784]], "mulliken_charge": [-0.41, -0.24, 0.07, -0.99, -0.62, -0.09, -0.55, -1.11, 0.30, 0.29, 0.23, 0.16, 0.36, 0.28, 0.39, 0.28, 0.38, 0.27]}